[1]
25
Properties=species:S:1:pos:R:3:nbo_charge:R:1 method="wB97M-V/def2-TZVPD" max_force_ha_per_bohr=0.1949 lumo_ev=-2.92 charge=+1 gap_ev=8.798 homo_ha=-0.431 e_above_lowest_ev=2.979
N 1.890 -0.472 1.061 -0.780
N 2.111 -2.691 -0.041 -0.783
N -0.137 0.764 -0.374 -0.589
N 0.171 -2.249 1.088 -0.566
N -1.645 0.830 -2.007 -0.497
C -0.684 2.095 -0.472 0.107
C -0.694 0.126 -1.471 0.182
C -0.823 -1.507 1.896 -0.455
C -0.316 3.262 0.381 -0.666
C 1.331 -1.669 0.667 0.710
C -1.692 2.115 -1.419 -0.128
H 1.866 -3.587 -0.062 0.392
H 2.832 -0.098 0.682 0.448
H -2.118 0.383 -2.741 0.426
H -2.483 2.848 -1.847 0.253
H -0.102 -3.283 0.811 0.447
H -1.739 -2.080 1.812 0.228
H 0.272 3.072 1.291 0.242
H -0.578 -1.568 2.932 0.221
H -0.237 -0.810 -1.825 0.210
H -1.072 4.035 0.303 0.250
H 1.248 0.297 1.254 0.464
H -1.116 -0.399 1.540 0.261
H 0.687 3.824 -0.036 0.228
H 3.068 -2.442 0.309 0.400

***

[2]
16
Properties=species:S:1:pos:R:3:nbo_charge:R:1 method="wB97M-V/def2-TZVPD" max_force_ha_per_bohr=0.0194 lumo_ev=1.14 charge=0 gap_ev=12.851 homo_ha=-0.430 e_above_lowest_ev=0.239 smiles=CC.CC
C -0.302 1.283 -2.124 -0.613
C 1.356 -0.950 1.646 -0.604
C -1.345 1.618 -1.071 -0.613
C 0.210 -1.958 1.555 -0.601
H -1.081 2.552 -0.595 0.208
H -0.585 0.718 -3.011 0.207
H -1.498 0.788 -0.389 0.204
H 0.562 0.787 -1.682 0.203
H 1.783 -0.694 0.679 0.202
H 2.161 -1.470 2.160 0.198
H -0.674 -1.506 1.106 0.199
H 0.528 -2.780 0.898 0.200
H 1.089 -0.078 2.229 0.202
H 0.003 -2.365 2.544 0.203
H 0.142 2.203 -2.503 0.201
H -2.350 1.852 -1.442 0.204

***

[3]
12
Properties=species:S:1:pos:R:3:nbo_charge:R:1 method="wB97M-V/def2-TZVPD" max_force_ha_per_bohr=0.0194 lumo_ev=0.92 charge=0 gap_ev=8.896 homo_ha=-0.293 e_above_lowest_ev=3.126
F -0.036 1.504 -0.974 -0.312
F -0.899 0.384 -2.608 -0.310
N -0.680 0.164 1.520 -0.273
C 0.039 0.378 -1.670 0.753
C 0.919 -0.575 -1.474 -0.596
C 0.409 -0.353 1.899 -0.297
C -1.803 0.571 1.432 -0.009
H 1.638 -0.466 -0.686 0.232
H 0.925 -1.462 -2.076 0.231
H 1.190 0.271 2.290 0.198
H 0.561 -1.410 1.785 0.197
H -2.263 0.996 0.563 0.187

***

[4]
97
Properties=species:S:1:pos:R:3:lowdin_charge:R:1 method="wB97M-V/def2-TZVPD" spin_multiplicity=8 s_squared=16.0553 max_force_ha_per_bohr=0.0599 lumo_ev="-2.14 / -4.64" charge=+1 gap_ev="7.821 / 5.162" homo_ha="-0.366 / -0.360" e_above_lowest_ev=0.433
Gd -0.302 -0.398 0.901 1.295
Cl -0.140 -0.026 3.337 0.077
Si 0.931 -0.145 -3.268 0.369
O -0.546 3.669 -1.742 -0.109
O -2.065 0.984 0.956 -0.429
N 2.000 -1.096 1.108 -0.071
N -0.523 -2.669 0.668 -0.089
C 3.987 -2.192 0.171 -0.008
C -4.485 -3.840 1.603 -0.067
C 2.538 0.752 -3.631 -0.185
C -2.551 -2.554 -1.406 -0.030
C -3.119 0.956 -0.063 -0.244
C 3.159 -0.935 3.281 -0.243
C 2.515 -2.159 0.460 -0.342
C 2.860 -0.374 2.015 -0.257
C -2.813 3.363 1.311 -0.076
C -0.157 -0.009 -4.789 -0.193
C -4.190 -3.357 0.326 -0.053
C -1.879 -3.054 0.979 -0.240
C -2.014 2.188 1.815 -0.240
C -1.122 -3.534 3.340 -0.046
C 2.594 -2.268 3.664 -0.041
C 0.110 0.821 -1.934 -0.257
C 0.393 -3.590 0.314 -0.320
C -0.886 4.146 -3.153 -0.119
C 0.574 4.369 -0.909 -0.097
C -3.486 -3.908 2.571 -0.036
C -2.185 -3.504 2.285 -0.212
C 4.473 1.023 3.835 -0.063
C -2.878 -2.998 -0.012 -0.232
C 0.061 5.587 -0.198 -0.048
C 1.749 -3.280 0.060 -0.050
C -4.421 0.515 0.562 -0.036
C -1.076 5.632 -3.279 -0.069
C 3.157 1.466 0.290 -0.046
C 3.953 -0.227 4.168 -0.042
C 1.371 -1.956 -3.026 -0.167
C -0.028 -5.021 0.113 0.001
C 4.167 1.585 2.581 -0.046
C 3.378 0.894 1.657 -0.224
H 3.087 -3.091 3.130 0.089
H 2.730 -2.427 4.738 0.086
H -1.111 -0.542 -4.660 0.030
H -3.891 3.176 1.310 0.081
H -2.670 4.211 1.990 0.097
H -4.982 -3.285 -0.424 0.116
H 0.541 -2.557 -2.631 0.014
H 2.248 -2.090 -2.378 0.019
H 0.345 -0.428 -5.679 0.039
H 3.832 1.023 -0.451 0.085
H -1.807 6.035 -2.582 0.088
H 2.138 1.332 -0.072 0.017
H 3.398 0.329 -3.097 0.025
H -5.182 0.466 -0.219 0.096
H -0.373 1.053 -4.998 0.020
H -1.519 -4.015 4.241 0.088
H 4.211 -3.000 -0.539 0.087
H -0.816 -2.514 3.618 0.012
H 5.111 1.566 4.532 0.104
H -4.329 -0.470 1.034 0.084
H 0.824 -5.596 -0.254 0.085
H -2.505 3.715 0.317 0.067
H 0.905 6.029 0.356 0.109
H 2.326 -4.074 -0.427 0.108
H -0.319 6.340 -0.894 0.071
H -5.507 -4.159 1.839 0.112
H -0.223 -4.082 3.021 0.082
H -0.135 6.203 -3.210 0.095
H 2.458 1.819 -3.374 0.017
H 4.556 2.568 2.303 0.108
H 3.351 2.538 0.312 0.076
H -2.820 0.244 -0.843 0.078
H -0.835 -5.100 -0.626 0.095
H 1.630 -2.411 -3.992 0.043
H -0.243 2.691 -1.886 0.069
H 4.557 -2.396 1.083 0.098
H -1.803 3.608 -3.388 0.135
H 0.714 1.471 -1.266 -0.068
H -2.493 -1.454 -1.492 0.053
H 2.765 0.700 -4.707 0.036
H -0.984 0.985 -1.940 -0.028
H 1.517 -2.321 3.469 0.034
H -0.946 2.454 1.923 0.099
H -3.717 -4.287 3.574 0.120
H -1.603 -2.976 -1.779 0.073
H -0.081 3.774 -3.799 0.134
H -1.461 5.849 -4.278 0.099
H -3.359 -2.866 -2.081 0.092
H 0.877 3.600 -0.194 0.115
H 4.167 -0.671 5.137 0.114
H -4.751 1.250 1.296 0.076
H -0.705 5.327 0.542 0.077
H 1.382 4.577 -1.615 0.139
H -0.362 -5.474 1.052 0.095
H -2.362 1.813 2.780 0.110
H -3.232 1.937 -0.516 0.106
H 4.352 -1.254 -0.266 0.083

***

[5]
7
Properties=species:S:1:pos:R:3:nbo_charge:R:1 method="wB97M-V/def2-TZVPD" max_force_ha_per_bohr=0.0368 lumo_ev=2.96 charge=-1 gap_ev=6.727 homo_ha=-0.138 e_above_lowest_ev=0.000
I -0.451 -2.356 -1.088 -0.072
S 0.515 0.211 1.250 1.501
O 0.907 1.607 0.864 -1.040
O -0.827 0.138 1.881 -1.027
C 0.041 -0.249 -0.657 -0.766
H 0.644 0.256 -1.387 0.198
H -0.829 0.393 -0.864 0.205

***

[6]
78
Properties=species:S:1:pos:R:3:nbo_charge:R:1 method="wB97M-V/def2-TZVPD" max_force_ha_per_bohr=0.0129 lumo_ev=0.45 charge=0 gap_ev=8.502 homo_ha=-0.296 e_above_lowest_ev=0.000 smiles="O=C(Nc1ccc(Cl)cc1)[C@H]1[C@@H]2C=C[C@]3(O2)[C@H](C(=O)NC2CCCCC2)N(CCCN2CCCCC2)C(=O)[C@@H]13"
Cl 8.522 0.296 1.328 -0.003
O 2.796 2.746 -1.364 -0.628
O -0.286 1.153 -1.564 -0.503
O 1.229 0.321 2.121 -0.658
O -2.888 -0.015 2.039 -0.615
N 2.361 -2.339 -1.202 -0.450
N -0.459 -0.573 0.891 -0.405
N 2.897 1.984 0.777 -0.646
N -3.970 -0.158 0.057 -0.610
C -8.230 0.158 0.242 -0.397
C -6.159 -1.247 0.096 -0.400
C -0.314 -1.925 1.393 -0.210
C -1.293 3.195 -1.448 -0.210
C 6.535 1.682 0.135 -0.219
C -1.556 -0.179 0.036 -0.139
C 2.631 -0.914 -1.174 -0.233
C 3.501 -3.095 -0.721 -0.218
C 4.609 0.756 1.896 -0.256
C 5.034 -1.363 -1.668 -0.399
C -2.873 -0.112 0.833 0.674
C 4.246 1.623 0.866 0.223
C 0.746 2.672 -0.151 -0.314
C -5.321 -0.065 0.581 -0.062
C 2.256 2.437 -0.323 0.698
C -1.131 1.205 -0.425 0.223
C -7.394 1.339 0.725 -0.397
C 0.324 0.430 1.310 0.722
C -7.576 -1.157 0.654 -0.397
C -2.055 2.354 -0.758 -0.185
C 0.059 2.525 -1.554 0.055
C -5.975 1.256 0.169 -0.402
C -0.154 1.730 0.676 -0.338
C 1.008 -2.544 0.939 -0.437
C 3.795 -0.590 -2.104 -0.411
C 5.920 0.348 2.043 -0.213
C 5.222 2.090 -0.010 -0.243
C 1.103 -2.708 -0.596 -0.205
C 6.879 0.812 1.156 -0.062
C 4.701 -2.851 -1.633 -0.400
H -5.221 -0.100 1.670 0.232
H -3.061 2.456 -0.406 0.218
H 5.862 -1.175 -2.353 0.207
H 0.903 -3.751 -0.866 0.194
H 1.811 -1.892 1.283 0.228
H -1.163 -2.510 1.036 0.200
H 4.453 -3.191 -2.639 0.200
H 7.290 2.039 -0.547 0.228
H -3.870 -0.197 -0.946 0.397
H -5.689 -2.181 0.410 0.216
H 3.776 -2.817 0.312 0.159
H -0.679 2.280 1.462 0.254
H 3.235 -4.156 -0.729 0.195
H 0.341 -2.089 -1.078 0.185
H -7.353 1.333 1.816 0.199
H -1.649 -0.859 -0.818 0.231
H 0.703 2.785 -2.388 0.247
H 2.885 -0.567 -0.157 0.161
H -6.196 -1.236 -0.997 0.191
H -7.538 -1.219 1.743 0.199
H 0.653 3.702 0.210 0.241
H -0.346 -1.891 2.487 0.225
H 2.331 1.607 1.540 0.439
H -1.520 4.169 -1.830 0.227
H -6.003 1.320 -0.922 0.193
H 3.851 0.394 2.575 0.232
H 3.524 -0.881 -3.120 0.199
H -9.235 0.220 0.663 0.212
H 3.980 0.484 -2.089 0.223
H -8.319 0.195 -0.846 0.193
H 1.735 -0.383 -1.506 0.216
H -8.167 -1.999 0.290 0.212
H 5.339 -1.031 -0.672 0.198
H 5.555 -3.428 -1.273 0.204
H -5.380 2.091 0.545 0.211
H 6.197 -0.328 2.836 0.228
H 1.130 -3.507 1.435 0.210
H 4.951 2.761 -0.807 0.254
H -7.856 2.277 0.411 0.212

***

[7]
8
Properties=species:S:1:pos:R:3:nbo_charge:R:1 method="wB97M-V/def2-TZVPD" max_force_ha_per_bohr=0.0211 lumo_ev=0.52 charge=0 gap_ev=10.082 homo_ha=-0.352 e_above_lowest_ev=0.058 smiles="N=C=O.NCl"
Cl 2.256 0.264 0.252 0.056
O -1.098 1.839 -0.449 -0.491
N 1.334 -0.845 -0.724 -0.796
N -1.188 -0.163 0.751 -0.809
C -1.208 0.909 0.223 0.872
H -1.598 -0.524 1.582 0.430
H 0.937 -0.305 -1.489 0.361
H 0.565 -1.175 -0.146 0.377

***

[8]
21
Properties=species:S:1:pos:R:3:nbo_charge:R:1 method="wB97M-V/def2-TZVPD" max_force_ha_per_bohr=0.0068 lumo_ev=0.99 charge=0 gap_ev=11.107 homo_ha=-0.372 e_above_lowest_ev=0.840 smiles=CC(C)(C)C1CC1
C -1.296 -0.785 1.058 -0.607
C -0.951 0.063 -1.285 -0.608
C 0.973 -0.056 0.365 -0.214
C -0.796 1.652 0.630 -0.595
C -0.521 0.212 0.180 -0.062
C 1.640 -1.305 -0.129 -0.429
C 1.991 0.015 -0.742 -0.424
H 2.952 0.472 -0.528 0.214
H 1.647 0.187 -1.757 0.213
H 1.051 -1.995 -0.728 0.210
H -2.263 -1.056 0.621 0.207
H -0.738 -1.713 1.185 0.214
H 2.354 -1.798 0.523 0.215
H -2.030 0.228 -1.384 0.212
H -0.448 0.800 -1.921 0.208
H -0.511 1.792 1.680 0.205
H -0.214 2.360 0.029 0.209
H -1.495 -0.393 2.056 0.208
H -1.856 1.912 0.533 0.207
H -0.732 -0.936 -1.681 0.207
H 1.342 0.293 1.330 0.213